# 1
Density functional theory data (ωB97M-V/def2-TZVPD) for a structure of composition C41H51N8O8PS3Y at a distorted geometry.

Calculated values
- ⟨S²⟩ = 0.7908
- frontier orbital gap (alpha / beta) (Ha) = 0.1226 / 0.2227
- HOMO energy (alpha / beta) (eV) = 0.404 / -2.319
- energy (eV) = -114485.99906
- max |F| (eV/A) = 2.9

```
! RIJCOSX wB97M-V def2-TZVPD def2/J DEFGRID3
* xyz -2 2
Y -1.33 0.45 -0.04
O -3.39 -0.50 0.05
N -3.93 -1.73 0.00
C -3.24 -2.74 -0.57
C -3.70 -4.01 -0.49
C -4.94 -4.23 0.18
C -5.67 -3.15 0.66
C -5.22 -1.81 0.53
S -6.29 -0.55 0.87
H -2.41 -2.34 -1.15
H -3.17 -4.82 -0.97
H -5.26 -5.25 0.46
H -6.69 -3.22 0.98
O -2.68 2.28 -0.50
C -2.41 3.52 -0.34
C -1.08 4.12 -0.44
C -0.95 5.41 0.04
C 0.26 6.04 -0.13
C 1.32 5.51 -0.87
C 1.30 4.12 -1.09
C 0.11 3.36 -0.87
O 0.07 2.07 -0.88
N 0.47 7.34 0.57
O 1.36 8.06 0.13
O -0.22 7.53 1.57
H -3.28 4.14 -0.12
H -1.77 5.94 0.49
H 2.07 6.22 -1.18
H 2.23 3.62 -1.31
N -0.14 -0.97 -3.73
C -1.27 -0.30 -4.05
N -2.09 0.06 -3.11
C -3.22 0.66 -3.64
C -4.42 0.91 -2.91
C -5.50 1.36 -3.64
C -5.38 1.66 -5.01
C -4.20 1.43 -5.73
C -3.16 0.80 -5.05
S -1.75 0.12 -5.74
H 0.04 -1.12 -2.73
H 0.60 -1.30 -4.39
H -4.41 0.80 -1.82
H -6.43 1.53 -3.11
H -6.19 2.08 -5.55
H -4.25 1.59 -6.79
C -1.50 6.83 4.74
C -1.40 5.35 4.42
C -0.43 4.51 4.98
C -0.42 3.15 4.64
C -1.34 2.64 3.66
C -2.34 3.51 3.17
C -2.35 4.87 3.51
S -1.09 1.02 2.99
O -2.36 0.78 2.25
O -0.72 0.21 4.13
O -0.08 1.13 1.84
H -1.51 6.99 5.83
H -2.40 7.17 4.27
H -0.66 7.40 4.25
H 0.28 4.89 5.72
H 0.26 2.54 5.18
H -3.12 3.11 2.53
H -3.15 5.46 3.08
N 0.06 -1.25 -0.82
P 1.48 -1.75 -0.49
N 1.84 -3.11 -1.49
C 3.21 -3.56 -1.65
C 3.48 -5.04 -1.33
C 2.36 -5.98 -1.69
C 1.02 -5.46 -1.13
C 0.78 -4.14 -1.89
N 1.68 -2.32 1.12
C 0.70 -2.05 2.17
C 0.60 -3.11 3.28
C 1.98 -3.55 3.87
C 3.13 -3.01 3.03
C 2.92 -2.99 1.54
N 2.84 -0.83 -0.83
C 3.01 -0.27 -2.15
C 4.44 0.28 -2.37
C 5.42 -0.28 -1.36
C 4.99 0.06 0.07
C 3.49 0.00 0.22
H 3.92 -2.91 -1.11
H 3.56 -3.41 -2.68
H 3.69 -5.19 -0.25
H 4.40 -5.32 -1.83
H 2.65 -6.99 -1.38
H 2.27 -6.04 -2.76
H 1.13 -5.28 -0.05
H 0.24 -6.19 -1.33
H -0.22 -3.66 -1.72
H 0.90 -4.20 -2.98
H -0.33 -1.94 1.77
H 0.87 -1.06 2.69
H 0.03 -4.01 2.92
H 0.05 -2.61 4.09
H 2.09 -4.65 3.83
H 2.12 -3.32 4.92
H 4.10 -3.50 3.25
H 3.41 -2.00 3.37
H 2.90 -4.06 1.29
H 3.80 -2.53 1.05
H 2.28 0.57 -2.28
H 2.79 -1.06 -2.89
H 4.42 1.37 -2.23
H 4.81 0.16 -3.44
H 6.39 0.19 -1.54
H 5.65 -1.37 -1.40
H 5.33 1.08 0.40
H 5.52 -0.57 0.80
H 3.05 1.02 0.34
H 3.26 -0.42 1.25
*
```

# 2
Density functional theory data (ωB97M-V/def2-TZVPD) for a cluster of 9 separate species, C41H52BrF8IN5O29S2 in total at a distorted geometry.

Calculated values
- frontier orbital gap (Ha) = 0.2771
- HOMO energy (eV) = -11.582
- energy (eV) = -231719.79549
- max |F| (eV/A) = 8.1

```
! RIJCOSX wB97M-V def2-TZVPD def2/J DEFGRID3
* xyz 1 1
C 0.64 0.27 3.06
C 1.94 1.14 3.55
O 2.03 1.34 4.89
N 3.00 1.77 2.71
C 4.14 2.39 3.48
C 2.59 2.51 1.49
C 2.66 1.50 0.20
C 2.88 -0.09 0.53
O 3.37 -0.70 -0.75
N 3.62 -2.00 -0.39
O 3.23 -2.76 -1.26
O 1.48 1.58 -0.70
C 1.44 3.00 -1.06
C 0.51 3.25 -2.44
C 1.61 3.11 -3.70
C 2.36 4.59 -3.89
Br 2.77 5.00 -5.83
C 0.88 3.92 0.22
S 1.43 5.65 -0.16
I -1.34 3.65 0.09
N 1.33 3.36 1.58
C 1.54 4.40 2.65
C 0.15 5.26 3.03
C -0.82 4.38 4.02
C -2.39 4.28 3.55
S -2.81 2.44 3.49
C -4.24 2.09 2.33
N -5.73 2.19 2.59
N -6.41 1.78 1.42
C -5.41 1.41 0.34
O -4.07 1.61 0.92
H -0.20 0.35 3.90
H 0.93 -0.86 2.98
H 0.16 0.64 2.06
H 4.59 1.69 4.32
H 3.93 3.44 3.95
H 5.03 2.55 2.70
H 3.45 3.32 1.29
H 3.59 1.81 -0.48
H 1.87 -0.68 0.76
H 3.73 -0.33 1.31
H 2.49 3.48 -1.33
H 0.12 4.37 -2.51
H -0.33 2.44 -2.57
H 1.09 2.88 -4.72
H 2.49 2.36 -3.43
H 3.38 4.65 -3.29
H 1.71 5.48 -3.50
H 0.23 6.43 -0.29
H 0.48 2.80 1.90
H 1.82 3.90 3.71
H 2.46 5.13 2.45
H -0.37 5.73 2.10
H 0.55 6.17 3.69
H -0.72 4.81 5.11
H -0.36 3.28 4.06
H -3.03 4.71 4.46
H -2.66 4.87 2.57
H -5.56 1.04 -0.76
C -0.09 -2.01 -2.77
C 0.26 -2.98 -3.85
O -0.81 -2.86 -4.75
C -1.25 -1.58 -4.62
O -1.97 -1.01 -5.42
O -0.77 -1.00 -3.47
F 0.27 -4.25 -3.37
H -0.75 -2.44 -2.01
H 0.80 -1.62 -2.27
H 1.20 -2.77 -4.36
C -0.89 3.35 8.59
C -2.30 3.80 8.82
O -2.26 5.17 8.49
C -1.28 5.28 7.55
O -1.14 6.26 6.83
O -0.48 4.18 7.52
F -2.63 3.68 10.13
H -0.24 3.53 9.45
H -0.83 2.30 8.32
H -3.04 3.29 8.20
C -2.70 -5.84 -3.78
C -2.90 -7.21 -4.34
O -2.37 -8.05 -3.34
C -2.54 -7.38 -2.17
O -2.46 -7.89 -1.07
O -2.83 -6.06 -2.39
F -2.19 -7.38 -5.47
H -1.70 -5.44 -3.99
H -3.45 -5.13 -4.14
H -3.95 -7.47 -4.52
C -5.97 -2.49 -4.70
C -5.70 -1.17 -4.06
O -4.98 -1.50 -2.90
C -4.33 -2.66 -3.20
O -3.40 -3.11 -2.56
O -4.83 -3.24 -4.33
F -6.85 -0.56 -3.69
H -6.87 -2.97 -4.30
H -6.06 -2.41 -5.79
H -5.10 -0.48 -4.68
C 4.61 -1.53 -6.16
C 3.40 -1.47 -7.02
O 2.42 -0.90 -6.18
C 3.12 -0.10 -5.32
O 2.61 0.76 -4.62
O 4.45 -0.39 -5.33
F 2.99 -2.71 -7.37
H 4.64 -2.43 -5.54
H 5.54 -1.47 -6.74
H 3.52 -0.85 -7.92
C -2.74 -1.13 6.90
C -2.51 -0.35 8.15
O -3.52 0.64 8.10
C -4.54 0.07 7.40
O -5.69 0.49 7.39
O -4.14 -1.06 6.73
F -1.31 0.27 8.12
H -2.24 -0.70 6.03
H -2.41 -2.17 7.00
H -2.61 -0.93 9.07
C -3.80 -7.50 1.64
C -4.19 -6.10 1.98
O -4.79 -6.22 3.25
C -4.18 -7.29 3.83
O -4.23 -7.55 5.02
O -3.50 -8.05 2.91
F -5.11 -5.63 1.12
H -4.62 -8.06 1.19
H -2.94 -7.54 0.98
H -3.34 -5.40 2.04
C 8.98 -0.70 -5.57
C 9.73 0.37 -6.29
O 9.67 -0.04 -7.64
C 8.50 -0.75 -7.74
O 7.97 -1.03 -8.80
O 8.01 -1.09 -6.51
F 11.02 0.39 -5.91
H 9.61 -1.56 -5.32
H 8.51 -0.33 -4.65
H 9.29 1.37 -6.19
*
```

# 3
Density functional theory data (ωB97M-V/def2-TZVPD) for a structure of composition C41H53AsNSSb2SiTi at a distorted geometry.

Calculated values
- ⟨S²⟩ = 2.0105
- frontier orbital gap (alpha / beta) (Ha) = 0.2485 / 0.2796
- HOMO energy (alpha / beta) (eV) = -9.667 / -10.345
- energy (eV) = -160602.39560
- max |F| (eV/A) = 2.0

```
! RIJCOSX wB97M-V def2-TZVPD def2/J DEFGRID3
* xyz 1 3
Ti 0.55 -0.04 -0.17
C 2.32 5.37 -0.46
Si 3.90 4.40 -0.49
C 4.97 4.96 0.93
C 4.78 4.67 -2.10
C 3.71 2.51 -0.30
C 4.89 1.79 -0.20
C 4.89 0.40 -0.02
C 3.68 -0.24 0.05
N 2.52 0.42 -0.07
C 2.52 1.76 -0.23
S 0.89 2.37 -0.29
H 2.57 6.42 -0.60
H 1.79 5.27 0.49
H 1.63 5.07 -1.26
H 5.43 5.92 0.69
H 5.78 4.26 1.14
H 4.38 5.08 1.84
H 5.00 5.74 -2.22
H 4.18 4.36 -2.95
H 5.73 4.13 -2.14
H 5.84 2.31 -0.26
H 5.81 -0.16 0.07
H 3.62 -1.30 0.24
C -1.22 -3.01 1.77
C -2.56 -2.27 1.68
C -2.59 -0.73 1.56
Sb -2.31 -0.48 -0.57
C -4.28 -1.20 -0.95
C -4.51 -2.37 -1.66
C -5.81 -2.85 -1.82
C -6.87 -2.15 -1.27
C -6.65 -0.98 -0.56
C -5.35 -0.50 -0.40
C -2.47 1.34 -1.72
C -3.64 1.98 -2.11
C -3.64 2.85 -3.19
C -2.47 3.08 -3.91
C -1.30 2.43 -3.55
C -1.31 1.56 -2.47
Sb 0.63 -2.93 0.55
C 0.41 -4.98 -0.04
C 1.53 -5.79 -0.19
C 1.39 -7.10 -0.63
C 0.14 -7.60 -0.92
C -0.99 -6.80 -0.78
C -0.85 -5.49 -0.34
C 0.41 -2.31 -1.57
C -0.64 -2.71 -2.39
C -0.77 -2.22 -3.68
C 0.13 -1.28 -4.17
C 1.23 -0.93 -3.40
C 1.39 -1.46 -2.12
H -1.41 -4.08 1.75
H -0.75 -2.81 2.73
H -3.10 -2.52 2.60
H -3.16 -2.72 0.88
H -1.78 -0.27 2.12
H -3.53 -0.32 1.91
H -3.68 -2.92 -2.10
H -5.98 -3.76 -2.37
H -7.88 -2.52 -1.40
H -7.48 -0.43 -0.14
H -5.19 0.41 0.17
H -4.57 1.79 -1.59
H -4.56 3.34 -3.48
H -2.48 3.75 -4.76
H -0.39 2.58 -4.11
H -0.38 1.03 -2.23
H 2.52 -5.41 0.05
H 2.27 -7.73 -0.73
H 0.03 -8.62 -1.27
H -1.97 -7.20 -1.00
H -1.74 -4.88 -0.22
H -1.37 -3.43 -2.03
H -1.59 -2.56 -4.31
H 0.00 -0.85 -5.15
H 1.97 -0.25 -3.80
H 2.35 -1.36 -1.65
C 0.73 -0.05 5.37
C 0.68 -0.68 3.98
As 0.72 0.60 2.48
C -0.64 1.84 3.20
C -1.38 2.70 2.18
C 2.44 1.45 2.94
C 2.40 2.96 3.16
H 0.81 -0.82 6.13
H -0.17 0.53 5.58
H 1.58 0.62 5.49
H -0.23 -1.28 3.89
H 1.53 -1.35 3.83
H -0.15 2.48 3.93
H -1.34 1.21 3.74
H -2.23 3.19 2.65
H -1.76 2.11 1.34
H -0.74 3.47 1.76
H 3.14 1.22 2.14
H 2.81 0.94 3.83
H 1.97 3.48 2.30
H 3.41 3.34 3.31
H 1.82 3.23 4.05
*
```

# 4
Density functional theory data (ωB97M-V/def2-TZVPD) for a structure of composition C41H53BF6N6O12P2ReS.

Calculated values
- ⟨S²⟩ = 3.7740
- frontier orbital gap (alpha / beta) (Ha) = 0.2589 / 0.2106
- HOMO energy (alpha / beta) (eV) = -7.868 / -7.869
- energy (eV) = -125426.64984
- max |F| (eV/A) = 0.8

```
! RIJCOSX wB97M-V def2-TZVPD def2/J DEFGRID3
* xyz 0 4
Re -0.53 -0.60 -0.39
F -3.24 -4.99 -1.98
C -2.54 -3.91 -2.33
C -2.08 -3.06 -1.35
C -1.35 -1.94 -1.72
C -1.08 -1.68 -3.08
C -1.55 -2.60 -4.02
F -1.28 -2.42 -5.33
C -2.27 -3.71 -3.67
C -0.33 -0.46 -3.38
C -0.19 0.12 -4.63
C 0.46 1.34 -4.75
C 0.97 1.95 -3.61
C 0.81 1.32 -2.40
N 0.19 0.15 -2.28
H -2.31 -3.27 -0.31
H -2.62 -4.41 -4.43
H -0.61 -0.35 -5.49
H 0.56 1.81 -5.71
H 1.48 2.90 -3.66
H 1.18 1.75 -1.49
C 4.40 -0.01 -2.62
C 5.10 0.82 -1.57
C 6.09 1.80 -2.16
O 4.13 1.62 -0.82
P 3.49 1.05 0.52
O 2.68 -0.16 0.40
C 2.61 2.51 1.14
P 0.80 2.42 1.29
O 0.16 1.24 0.64
O 0.46 2.29 2.79
C 0.68 3.03 4.06
C 1.54 2.13 4.92
C 1.27 4.40 3.85
O 0.39 3.82 0.72
C -0.92 4.46 0.93
C -0.68 5.95 0.87
C -1.88 3.98 -0.13
O 4.71 0.81 1.51
C 5.68 1.84 1.85
C 5.54 2.15 3.33
C 7.05 1.30 1.50
H 5.13 -0.62 -3.15
H 3.91 0.63 -3.34
H 3.66 -0.67 -2.17
H 5.60 0.16 -0.85
H 5.58 2.46 -2.87
H 6.88 1.27 -2.69
H 6.54 2.42 -1.39
H 2.87 3.39 0.56
H 2.96 2.67 2.16
H -0.31 3.11 4.49
H 2.53 1.99 4.48
H 1.07 1.16 5.07
H 1.65 2.60 5.90
H 2.32 4.36 3.54
H 1.22 4.91 4.81
H 0.71 4.98 3.13
H -1.27 4.16 1.92
H -0.26 6.22 -0.10
H -0.01 6.29 1.66
H -1.63 6.47 0.99
H -1.55 4.31 -1.12
H -2.87 4.39 0.06
H -1.96 2.90 -0.13
H 5.47 2.73 1.25
H 5.76 1.25 3.92
H 4.54 2.48 3.58
H 6.24 2.93 3.61
H 7.18 0.31 1.95
H 7.83 1.96 1.90
H 7.20 1.21 0.43
C 3.74 -2.55 1.82
C 3.85 -3.06 0.38
C 2.55 -3.69 -0.18
C 2.86 -4.47 -1.47
C 1.62 -5.10 -2.10
C 2.03 -4.67 0.85
O 2.61 -5.68 1.15
N 0.85 -4.32 1.46
C 0.04 -3.22 1.21
O -1.04 -3.16 1.76
N 0.51 -2.27 0.32
C 1.58 -2.58 -0.51
O 1.72 -1.93 -1.52
H 4.67 -2.09 2.12
H 3.53 -3.36 2.51
H 2.96 -1.79 1.91
H 4.62 -3.83 0.33
H 4.13 -2.25 -0.29
H 3.59 -5.23 -1.22
H 3.32 -3.77 -2.17
H 1.15 -5.81 -1.42
H 1.89 -5.65 -3.00
H 0.89 -4.35 -2.38
H 0.46 -4.98 2.12
F -1.95 0.81 -0.98
B -3.30 0.87 -1.87
F -3.78 -0.41 -1.83
F -2.85 1.28 -3.09
F -4.07 1.77 -1.19
O -0.78 3.72 6.55
S -2.07 3.94 7.19
O -2.13 3.50 8.57
O -2.68 5.21 6.89
C -3.19 2.76 6.35
N -4.46 2.76 6.76
C -5.28 1.94 6.14
C -4.88 1.11 5.10
C -3.55 1.19 4.75
N -2.69 2.00 5.38
C -2.95 0.42 3.63
C -1.60 0.10 3.67
C -0.98 -0.39 2.55
N -1.65 -0.57 1.40
C -2.98 -0.39 1.38
C -3.66 0.10 2.47
H -6.31 1.93 6.49
H -5.58 0.44 4.61
H -1.02 0.32 4.56
H 0.08 -0.59 2.53
H -3.48 -0.58 0.44
H -4.72 0.30 2.38
*
```

Question: Among the records above, which one has the highest max |F|?
Answer: C41H52BrF8IN5O29S2

Question: Which value of energy does entry 2 give?
Answer: -231719.79549 eV

Question: What is the energy in the second record?
Answer: -231719.79549 eV